16
Properties=species:S:1:pos:R:3:forces:R:3 method="wB97M-V/def2-TZVPD" e_homo_ev=-6.41 gap_ev=7.24 e_above_lowest_kcal_mol=147.1
N -0.67893 -0.02330 0.34814 -0.0155 -0.0508 0.2184
C 0.33783 1.02133 0.11403 -0.0952 0.2916 0.0700
C 1.17776 -1.12531 0.82536 0.3400 -0.1630 -0.2367
C 1.65306 0.28423 0.42509 0.2261 0.1693 0.2363
C 0.27746 -0.96168 -0.42375 -0.2221 -0.3412 -0.0883
C 1.06373 0.28057 -0.95992 0.0568 0.0320 -0.2326
C -2.05307 0.23485 -0.05094 -0.0387 0.0121 -0.0225
H -2.65006 -0.66746 0.10946 0.0899 0.1147 -0.0475
H 1.40985 0.60324 -1.93577 -0.0596 -0.0549 0.1638
H 2.49911 0.86569 0.78267 -0.1447 -0.1017 -0.0803
H -2.45669 1.04531 0.56327 0.0295 -0.1148 -0.1065
H -0.21462 -1.75370 -0.99160 0.0796 0.1138 0.1243
H 0.11649 2.07219 0.26380 0.0676 -0.1768 0.0002
H -2.09986 0.52651 -1.10551 0.0347 -0.0433 0.1306
H 1.97320 -1.87006 0.72143 -0.1132 0.1091 0.0069
H -0.35526 -0.53240 1.31423 -0.2350 0.2039 -0.1361

***

90
Properties=species:S:1:pos:R:3:forces:R:3 method="wB97M-V/def2-TZVPD" s_squared=0.757 e_homo_ev="-15.60 / -15.60" charge=+3 multiplicity=2 gap_ev="7.92 / 6.53" e_above_lowest_kcal_mol=8.9
Ir 0.05872 -0.37434 -0.29279 0.2814 -0.2838 -0.6494
F 1.24374 -2.22592 -6.76638 -0.0039 0.0058 0.0034
O 0.19595 -0.38679 -2.33903 -0.2065 -0.0917 0.0371
O -0.55965 1.53058 -0.28038 0.3478 -0.0775 -0.2145
O 3.66535 -2.22980 0.09910 -0.0379 0.0547 -0.0813
O -0.53377 3.59080 -1.04661 -0.0685 -0.0546 -0.0128
O 2.07189 -0.94387 -0.80268 -0.5390 0.3959 0.1038
N 1.95753 0.94890 0.66369 0.1547 0.1707 0.3914
N -2.00661 -0.62526 -0.09665 -0.0334 0.0171 0.3809
N 1.21265 -0.08422 -8.61474 -0.0068 0.0266 -0.0268
N -0.11789 2.76796 -4.92861 0.0227 0.0043 0.0223
N 0.18447 -2.49390 -0.14281 -0.0325 -0.1898 0.0842
N -0.09010 -0.36232 1.73468 -0.0098 0.0384 -0.0777
N 1.69852 -0.50390 -11.38384 -0.0180 -0.0105 0.0138
C 0.92277 -0.05251 2.55856 -0.0560 -0.0326 -0.0156
C 0.77687 -0.23693 3.92914 0.0279 0.0281 -0.0291
C -0.44523 2.40639 -1.25946 -0.0670 0.0885 0.1206
C 0.23919 1.51398 -5.41276 -0.0154 0.0152 0.0103
C 0.69279 0.51889 -10.92282 0.0547 -0.0268 -0.0157
C 2.78047 -0.71474 -10.35507 -0.0266 0.0175 -0.0341
C 2.14294 -1.12061 -9.03901 0.0369 -0.0183 0.0107
C 0.89944 0.06745 -7.24684 -0.0189 -0.0013 0.0299
C 4.31006 1.45570 2.03532 -0.0197 -0.0164 0.0060
C 0.09335 0.63921 -3.09069 0.0175 0.0034 -0.0973
C 0.95040 -0.99454 -6.32137 0.0130 -0.0158 0.0186
C 0.59450 -5.19946 0.38706 -0.0197 0.0571 -0.0135
C -1.49473 -0.88741 3.57164 0.0124 0.0065 0.0010
C 2.10690 0.56750 1.94133 -0.0382 -0.0131 -0.0002
C -0.42249 -0.69430 4.43149 -0.0426 -0.0141 0.0158
C -4.31291 -0.72284 -0.68069 0.0393 -0.0213 -0.0454
C 1.16063 4.55706 -6.09460 0.0089 0.0128 -0.0134
C 0.53602 1.31202 -6.76764 0.0076 -0.0011 -0.0147
C -2.65338 -0.70820 -2.50392 -0.0195 0.0827 0.0184
C 2.81033 1.98007 -1.38123 0.0001 0.0585 0.0046
C -1.30238 -0.68513 2.22016 0.0842 0.0107 -0.0093
C -0.67928 -4.69837 0.16070 0.0231 0.0117 0.0085
C 0.13354 0.09963 -9.57542 -0.0374 0.0010 -0.0033
C -0.31462 2.93711 -3.62659 0.0191 -0.0283 -0.0215
C 2.51983 -2.00364 -0.18920 0.0949 -0.2548 0.1340
C 2.95835 1.58273 0.05080 0.0039 -0.0480 -0.0443
C -2.96905 -0.66550 -1.04421 -0.0279 -0.0431 -0.0558
C 0.70218 -0.81950 -4.99275 0.0019 -0.0153 -0.0170
C 0.33754 0.44507 -4.50924 0.0545 -0.0161 0.0234
C -0.84899 -3.35022 -0.08774 -0.0811 -0.0153 0.0216
C -4.69063 -0.77653 0.63972 0.0334 -0.0009 0.0676
C -3.69551 -0.79719 1.60343 -0.0751 0.0028 -0.0060
C -0.20287 3.95093 -5.81708 -0.0530 -0.0420 -0.0099
C 1.41700 -2.99394 0.04520 0.0266 0.1157 -0.0389
C -2.37724 -0.72252 1.21569 -0.0057 -0.0086 -0.0678
C 1.66281 -4.32001 0.32482 0.0211 -0.0578 0.0294
C 3.26618 0.79088 2.65848 0.0677 -0.0085 0.0071
C -0.23258 1.93721 -2.67520 0.0317 0.0797 0.0493
C 4.14488 1.86100 0.72995 -0.0193 0.0034 -0.0104
H -1.84548 -1.39896 -2.72092 0.0773 -0.0156 -0.0220
H -1.84270 -2.96608 -0.25079 0.0157 0.0878 -0.0165
H 3.37006 0.44773 3.67622 0.0023 -0.0048 0.0032
H 1.66030 -2.10078 -9.14960 -0.0063 0.0057 -0.0090
H 2.10936 -0.21668 -12.27444 0.0064 0.0167 0.0067
H 0.74774 -6.24993 0.59370 0.0067 0.0020 0.0086
H 1.22890 1.46366 -10.85219 -0.0147 0.0080 -0.0036
H 2.93966 -1.23415 -8.30676 -0.0049 0.0050 0.0026
H -0.85484 4.66264 -5.31558 0.0288 0.0171 0.0106
H -0.54219 -0.85569 5.49414 -0.0027 0.0003 -0.0001
H 3.31287 0.23060 -10.26770 0.0116 -0.0065 0.0018
H -0.54716 0.87823 -9.23732 0.0076 0.0059 0.0078
H 2.12228 2.82122 -1.46525 -0.0639 0.0046 -0.0172
H -5.05340 -0.73552 -1.46744 0.0011 -0.0042 0.0045
H -3.95080 -0.84540 2.65003 -0.0166 0.0002 -0.0097
H -0.72213 3.64923 -6.72534 0.0214 -0.0013 -0.0080
H 0.53451 2.14078 -7.45989 -0.0109 -0.0020 0.0006
H 2.45277 1.13461 -1.96584 -0.0174 0.0161 -0.0011
H -1.55065 -5.33733 0.17929 0.0126 -0.0170 -0.0032
H 1.58958 0.00082 4.59727 -0.0025 0.0102 0.0022
H -0.46084 -0.82034 -9.68959 0.0062 -0.0043 -0.0002
H -5.73454 -0.81448 0.91992 0.0008 0.0018 0.0055
H 1.62421 4.90416 -5.17139 -0.0049 -0.0024 0.0040
H 1.22301 -1.39299 -11.56135 0.0022 -0.0015 -0.0002
H 2.69044 -4.62390 0.47162 -0.0022 -0.0104 -0.0027
H -0.55043 3.93922 -3.29039 -0.0161 0.0019 0.0078
H 5.23515 1.64396 2.56227 -0.0001 0.0010 0.0007
H 4.93580 2.38082 0.20803 -0.0035 0.0074 -0.0007
H -0.08344 0.59097 -11.68185 -0.0123 0.0015 0.0095
H -2.38429 0.28362 -2.86890 0.0351 -0.0110 -0.0022
H -3.54336 -1.02660 -3.04125 0.0200 0.0097 -0.0073
H -2.45686 -1.18078 3.96114 0.0101 0.0005 0.0099
H 1.05075 5.41494 -6.75663 -0.0044 0.0013 0.0037
H 0.77872 -1.65964 -4.31697 -0.0073 0.0063 0.0088
H 3.45206 -1.48337 -10.73192 0.0033 -0.0050 0.0107
H 1.83572 3.84430 -6.56833 0.0082 0.0068 0.0048
H 3.76915 2.30099 -1.78242 0.0059 -0.0328 0.0012

***

92
Properties=species:S:1:pos:R:3:forces:R:3 method="wB97M-V/def2-TZVPD" e_homo_ev=-10.30 charge=+1 gap_ev=6.20
S -3.00946 -4.03908 2.33465 -0.0818 0.0506 -0.1390
O -9.45294 1.32803 -0.21774 0.1063 -0.0568 -0.0768
O 8.59287 2.57447 -1.44284 -0.0177 0.0774 0.0868
O -5.37904 -0.53149 0.62923 -0.1168 0.0493 0.0323
O 5.22991 3.22122 1.57597 -0.0169 -0.0100 -0.0431
N 2.88830 -5.54065 0.31660 -0.5965 0.1518 0.1255
N 1.69882 -3.41521 -0.19163 -0.0007 0.0578 -0.1810
N 1.28732 -0.51698 -2.13880 0.4210 -0.0627 -0.0502
N 1.93269 -2.34737 -0.91151 0.1219 -0.1185 0.1829
N 8.14898 2.11094 1.44785 -0.1298 -0.0037 -0.1186
N -1.86997 -3.72060 -0.17049 -0.1340 0.1361 0.8921
N -8.23796 -1.36197 -0.32755 0.0490 0.1169 0.1014
C -2.36814 -3.84218 0.94276 0.2950 -0.2511 -0.5193
C 9.13450 1.48829 -0.70382 0.0228 -0.1291 -0.0911
C -1.69279 -1.35445 -1.70320 -0.2127 0.3326 0.0879
C 2.02743 0.51024 -1.36072 -0.0895 0.2019 -0.0219
C -10.14257 0.11919 0.07437 -0.1278 0.0230 0.1058
C 0.48609 -3.84567 0.08081 0.1038 -0.2027 0.1533
C -0.61027 -3.16044 -0.40615 -0.3486 -0.2755 -0.0420
C -9.19905 -0.90281 0.66656 0.1117 -0.0001 -0.0511
C 2.94346 -4.12811 0.29264 0.5032 -0.0775 0.1180
C 0.91339 -1.64542 -1.37774 -0.3422 0.2371 0.0514
C -9.36189 1.63421 -1.59415 -0.0385 0.0578 0.0288
C -6.19296 -1.54820 1.18980 0.0564 -0.1408 0.1048
C -1.55455 -0.17361 -2.66604 -0.1746 -0.0867 -0.1971
C 1.29554 1.22994 1.80529 -0.1178 -0.2430 -0.3611
C 8.20245 1.08610 0.41707 -0.0506 0.0944 0.0641
C 1.13973 1.58157 -0.73260 0.3872 0.1615 0.3425
C 5.66572 1.94961 2.01304 -0.0860 -0.1174 0.1011
C -0.44522 -2.00990 -1.16004 0.0772 0.1651 -0.3377
C -2.03389 -0.28500 0.65199 -0.3899 -0.0200 0.2039
C 9.31900 3.78318 -1.32863 -0.0035 -0.0154 -0.0642
C 7.12215 1.90564 2.46009 0.1220 0.0846 0.0469
C -2.67527 -0.94978 -0.55841 0.2492 0.1211 -0.1458
C -5.94562 0.76924 0.61657 0.1202 0.0251 -0.0147
C 1.74207 2.06746 0.59344 0.0786 -0.0805 0.1422
C -7.16185 -2.18590 0.20112 -0.0221 -0.0140 -0.1487
C 5.47888 3.52769 0.21791 -0.1127 0.0589 0.0213
H 8.87715 4.49035 -2.02772 -0.0112 -0.0002 0.0001
H 2.13717 0.88303 2.40215 -0.0175 0.1808 0.1645
H -3.28067 -1.79551 -0.24462 -0.0068 0.1474 -0.0685
H -1.41157 0.76872 -2.13794 0.1881 -0.0406 -0.0105
H -7.60253 -3.06848 0.67638 -0.0112 0.0086 0.0222
H 3.72046 -3.75441 -0.36987 -0.1046 -0.0067 -0.1229
H -10.34866 1.64478 -2.06610 0.0027 -0.0018 -0.0183
H 2.83305 2.02344 0.53692 0.0042 0.1830 -0.1324
H -10.92004 0.34707 0.80805 -0.0127 0.0262 -0.0243
H 1.06969 2.44097 -1.39938 -0.2865 -0.1768 -0.1994
H -2.80343 -0.15164 1.41406 -0.0107 0.0124 -0.0061
H 6.43772 4.03153 0.07265 0.0257 -0.0618 -0.0279
H -6.69829 -1.17302 2.08697 -0.0538 0.0487 -0.0497
H 0.14477 1.18152 -0.53991 -0.0615 0.0923 -0.1555
H 5.04851 1.70643 2.88272 -0.0104 0.0147 -0.0047
H 9.26585 4.20513 -0.31907 0.0421 -0.0173 0.0112
H 2.48408 -5.95941 -0.51068 0.2848 -0.0607 -0.1108
H 7.30493 0.94166 2.94672 -0.0111 -0.0164 -0.0163
H 2.70784 0.98454 -2.06737 0.0423 -0.0108 0.0320
H 7.25314 2.67466 3.22463 -0.0069 -0.0168 0.0201
H 5.44904 1.19260 1.24564 0.0536 0.0395 -0.0466
H 2.65549 0.05536 -0.58653 -0.0657 -0.1830 -0.0254
H -9.77653 -1.76020 1.02392 0.0078 -0.0114 0.0040
H 7.21905 0.88331 -0.03386 0.0285 -0.0817 -0.0197
H -6.49022 0.97324 -0.30862 -0.0635 -0.0108 0.0362
H 0.76858 0.33168 1.46247 0.0500 -0.0046 0.0455
H -6.57572 -2.54530 -0.64970 0.0081 -0.0302 0.0167
H 1.94587 -0.85665 -2.83360 -0.1311 -0.0109 -0.1162
H -0.77377 -0.29125 -3.40770 0.0604 0.0054 0.0391
H 8.00026 3.00996 1.00748 0.0524 0.0170 0.0266
H -8.92746 2.62892 -1.67389 0.0069 0.0022 0.0067
H 8.56272 0.15475 0.86498 -0.0106 -0.0089 0.0044
H 10.12356 1.74049 -0.31130 -0.0214 0.0274 0.0492
H -8.71740 -0.43698 1.53802 -0.0722 -0.0219 0.0514
H -2.20706 -2.15243 -2.25266 0.1356 -0.1228 0.0367
H -8.72472 0.92578 -2.13651 -0.0385 -0.0238 -0.0147
H -5.12464 1.48429 0.68717 0.0039 -0.0056 0.0176
H -2.50155 -0.09527 -3.20271 -0.0423 0.0355 0.0755
H -6.61798 0.92364 1.46340 -0.0244 0.0023 -0.0077
H 5.45434 2.62939 -0.40779 0.0452 -0.0012 -0.0121
H 4.69152 4.20657 -0.11120 0.0006 0.0007 0.0004
H -1.24442 -0.88429 1.11510 0.0703 0.0624 -0.0786
H -1.65591 0.71096 0.42344 0.1887 -0.0745 -0.0242
H 1.48904 3.11741 0.73269 0.0109 -0.0024 0.1304
H 0.59141 1.77150 2.43408 0.0776 0.0009 0.1152
H 10.37104 3.64067 -1.59187 0.0091 0.0132 0.0069
H 0.37910 -4.75098 0.65968 0.0839 -0.0279 0.0163
H -3.35986 -0.23214 -1.00748 -0.1401 -0.1214 0.0108
H 3.14833 -3.74644 1.29168 -0.0441 0.0126 0.0118
H -5.50423 -2.33168 1.52300 0.0046 0.0328 0.0016
H -7.83872 -0.55395 -0.78826 -0.0179 -0.0207 -0.0452
H 9.24755 0.64355 -1.38927 0.0248 0.0185 -0.0138
H 2.43597 -5.91489 1.13875 0.1010 -0.0741 0.0251
H -10.62777 -0.27527 -0.82286 0.0479 -0.0343 -0.0160